No. 1
Entry from OMol25: C31H24F6N2O6S2TeV as an isolated structure (the ωB97M-V functional and the def2-TZVPD basis).

Element x y z (Å)
H1 0.92 1.49 -1.78
F1 -4.56 0.27 0.55
H2 4.52 5.08 1.53
C1 -1.64 2.20 2.38
N1 -2.23 -2.71 0.30
O1 1.71 -0.10 -0.16
V1 0.00 -0.19 0.40
C2 2.63 2.98 1.50
C3 3.36 -3.59 0.80
H3 1.44 1.32 3.49
C4 -0.51 5.66 2.00
C5 0.03 5.64 0.72
C6 4.76 -0.26 -0.36
C7 3.74 -4.42 -0.25
C8 -0.29 1.58 4.73
C9 -0.28 1.88 2.33
H4 1.29 3.81 -1.09
H5 2.10 3.79 1.99
Te1 -1.12 4.92 -0.90
H6 2.16 6.86 3.71
C10 0.42 1.80 1.02
C11 -2.31 2.22 3.59
H7 0.50 3.75 -2.68
H8 -0.17 6.10 4.07
H9 -2.17 1.91 5.71
H10 2.82 -4.01 1.64
C12 1.56 6.53 2.87
C13 1.33 6.09 0.51
O2 -2.26 -0.48 -0.92
C14 2.53 0.85 0.34
H11 5.71 1.89 0.70
C15 -4.25 -1.00 0.72
C16 3.65 -2.24 0.77
F2 0.13 -1.67 -1.83
C17 -1.64 1.90 4.77
H12 3.35 -1.60 1.60
C18 4.36 -1.70 -0.30
H13 -3.37 2.47 3.61
H14 4.65 4.23 3.06
C19 4.45 -3.88 -1.32
H15 5.35 -2.11 -2.15
H16 3.49 -5.47 -0.23
C20 1.90 1.94 0.95
H17 -1.53 5.33 2.17
C21 4.77 -2.54 -1.33
C22 3.93 0.82 0.28
H18 -2.15 2.44 1.45
C23 0.37 3.55 -1.61
H19 4.76 -4.52 -2.14
C24 4.81 4.14 1.99
N2 -0.34 1.63 -0.09
C25 0.05 2.06 -1.44
F3 -1.39 -3.14 -2.35
H20 3.11 6.88 1.42
C26 4.63 1.91 0.80
C27 4.01 2.99 1.42
O3 -0.50 -4.51 0.45
O4 -1.79 -0.51 1.49
S1 -0.72 -3.14 0.18
H21 5.88 3.99 1.82
C28 -0.31 -2.93 -1.63
H22 -0.79 1.79 -2.08
F4 -4.47 -1.36 1.98
C29 0.39 1.57 3.52
H23 0.23 1.33 5.64
F5 0.63 -3.78 -1.96
H24 1.75 6.11 -0.49
C30 0.26 6.10 3.08
C31 2.10 6.53 1.59
O5 5.79 0.05 -0.92
O6 0.17 -2.17 0.85
F6 -4.95 -1.76 -0.10
S2 -2.46 -1.15 0.35

- molar mass (g mol⁻¹) = 877.2
- Kohn-Sham gap (alpha / beta) (eV) = 7.0 / 7.7
- spin multiplicity = 2
- expectation value of S² = 1.11

No. 2
Entry from OMol25: C31H24O6P2S4Sc as an isolated structure (the ωB97M-V functional and the def2-TZVPD basis).

Element x y z (Å)
H1 0.84 2.46 2.12
C1 2.31 1.44 -2.56
H2 1.80 2.11 -1.87
H3 -5.50 0.22 2.32
C2 -1.18 5.09 1.42
C3 1.81 0.16 -2.75
C4 2.49 -2.92 5.75
O1 2.87 -3.09 0.41
C5 -4.40 -1.06 -0.60
S1 3.60 -2.27 1.39
H4 -0.99 2.24 -1.81
C6 -2.21 4.40 0.79
H5 -3.08 4.94 0.41
C7 -4.82 -0.03 1.52
H6 5.06 1.28 -4.52
C8 1.91 -3.36 3.45
S2 -0.22 -0.42 2.52
H7 4.41 -2.03 6.11
H8 -6.33 -0.99 0.32
C9 -1.05 2.31 1.13
O2 1.53 -5.31 1.83
C10 3.66 -0.31 -4.22
H9 -4.74 -1.62 -1.47
H10 0.67 -3.84 5.10
C11 -0.02 3.01 1.75
H11 -3.13 0.82 2.50
H12 -1.25 -1.26 -4.25
H13 -1.23 6.16 1.53
S3 0.75 -4.26 2.41
Sc1 1.15 -1.71 0.50
C12 -2.15 3.02 0.66
C13 1.61 -3.40 4.80
C14 -1.42 1.72 -2.67
C15 4.02 -2.32 4.02
C16 3.47 1.85 -3.20
C17 -2.53 0.37 -4.82
C18 -3.48 0.31 1.62
H14 3.85 2.85 -3.03
H15 -2.38 -1.03 -1.28
O3 0.31 -3.27 1.36
H16 0.73 4.91 2.39
C19 -2.95 1.66 -4.52
H17 2.12 -1.72 -3.71
H18 -3.71 2.14 -5.12
C20 4.15 0.97 -4.03
C21 -3.05 -0.71 -0.50
C22 -1.00 0.43 -2.95
C23 -5.28 -0.72 0.40
H19 2.22 -2.96 6.80
C24 3.14 -2.78 3.05
C25 -2.38 2.34 -3.44
O4 -0.37 -4.60 3.24
C26 2.49 -0.71 -3.58
C27 -0.08 4.38 1.90
H20 -2.96 2.50 0.16
C28 -2.58 0.00 0.59
H21 4.19 -1.01 -4.86
C29 3.71 -2.40 5.37
C30 -1.56 -0.24 -4.04
H22 -2.71 3.35 -3.20
S4 0.13 -2.34 -1.92
P1 -0.84 0.50 0.84
C31 0.35 0.30 -0.34
H23 4.96 -1.88 3.70
H24 -2.97 -0.16 -5.65
O5 5.02 -2.26 1.32
O6 2.93 -0.94 1.29
P2 0.26 -0.32 -1.88

- molar mass (g mol⁻¹) = 727.7
- Kohn-Sham gap (eV) = 7.6
- spin multiplicity = 1
- charge = -1

Summary of energy relative to the best compared isomer or geometry (same formula, charge and spin) in kcal/mol
12.8, 22.8
(order as listed above)